Here is a structure of composition C24H27Co2O7Si at a distorted geometry from the OMol25 dataset. Energies are from ωB97M-V with the def2-TZVPD basis set.

```
! RIJCOSX wB97M-V def2-TZVPD def2/J DEFGRID3
* xyz -1 1
C -6.0680 -1.0713 0.8490
C -4.7389 -1.6278 1.3744
C -4.7275 -1.6552 2.9107
C -4.4942 -3.0409 0.8253
Si -3.3350 -0.4722 0.7415
C -3.4318 -0.3583 -1.1035
C -3.3517 1.1380 1.6443
O -1.8863 -1.2728 1.2408
C -0.7565 -1.7560 0.7711
C -0.0019 -2.6154 1.6980
C -0.3193 -1.5612 -0.6005
H -6.1043 -1.0614 -0.2484
H -6.9020 -1.6970 1.1984
H -6.2578 -0.0469 1.1982
H -3.7708 -2.0276 3.3035
H -4.9166 -0.6652 3.3461
H -5.5150 -2.3352 3.2677
H -3.5407 -3.4563 1.1814
H -5.2939 -3.7097 1.1736
H -4.4949 -3.0651 -0.2725
H -4.4365 -0.0240 -1.4071
H -2.7056 0.3863 -1.4587
H -3.2309 -1.3173 -1.5996
H -4.2235 1.7384 1.3440
H -3.3770 1.0099 2.7346
H -2.4457 1.7060 1.3900
H 1.0782 -2.4467 1.6024
H -0.2722 -2.4594 2.7531
H -0.1834 -3.6725 1.4378
H 0.2010 -2.4808 -0.9226
H -1.1746 -1.3619 -1.2723
O 3.2132 -1.5100 0.4386
C 2.2401 -1.0301 0.0284
Co 0.9101 -0.1021 -0.6353
C 0.6960 -0.5884 -2.6497
O -0.1104 -0.7864 -3.5006
C 0.6164 1.0493 0.6921
O 0.4527 1.7182 1.6234
C 3.4171 1.5443 -1.3237
C 4.6801 1.5321 -0.6503
C 4.7340 1.8949 0.7137
C 5.9501 1.9236 1.3871
C 7.1330 1.6221 0.7031
C 7.0990 1.2768 -0.6521
C 5.8845 1.2505 -1.3319
C 2.4054 0.8088 -1.7991
C 2.1413 -0.3282 -2.7207
Co 2.1557 2.6440 -1.9275
C 1.7199 3.6252 -0.5068
O 1.4496 4.3621 0.3401
C 0.6107 2.5888 -2.7883
O -0.4116 2.6003 -3.3279
C 3.1129 3.8105 -2.8601
O 3.7012 4.6218 -3.4324
H 3.7974 2.1443 1.2157
H 5.9595 2.1797 2.4501
H 8.0822 1.6645 1.2342
H 8.0203 1.0260 -1.1805
H 5.8297 1.0155 -2.3936
H 2.4498 -0.0425 -3.7496
H 2.7372 -1.2361 -2.4972
*
```

Computed properties:
**Maximum force**: 4.18 eV/Å
**Electronic energy**: -122787.462 eV
**HOMO**: -2.843 eV
**Kohn-Sham gap**: 5.13 eV